DFT (ωB97M-V/def2-TZVPD) results for 2 unconnected molecules or ions with the total composition C4H8N3S at a distorted geometry.

Energy above the lowest of the compared OMol25 structures with the same formula, charge and spin: 82.5 kcal/mol
LUMO level: -0.126 Eh

```
! wB97M-V def2-TZVPD RIJCOSX def2/J DEFGRID3
* xyz 1 1
C 0.7012 0.4413 2.0310
C -2.5306 -1.6972 -2.4447
C 0.7837 -0.5773 2.9030
C 0.5526 0.7679 -0.3309
N 0.7703 0.0818 0.7153
N -1.5045 -1.2065 -2.5802
N 0.5828 0.0365 -1.5919
S 0.1088 2.4643 -0.3047
H 0.5122 1.5172 2.2371
H -3.5634 -1.9567 -2.5793
H 0.7458 -0.1485 3.9097
H 0.7426 -1.5380 2.5964
H 0.9368 0.7278 -2.2538
H -0.4148 -0.4551 -1.9307
H 1.2052 -0.9015 -1.4175
H 0.3713 2.4438 1.0413
*
```



DFT (ωB97M-V/def2-TZVPD) results for a molecular structure, C3H6ClN3S at a distorted geometry.

Energy above the lowest of the compared OMol25 structures with the same formula, charge and spin: 101.1 kcal/mol
LUMO level: -0.012 Eh

```
! wB97M-V def2-TZVPD RIJCOSX def2/J DEFGRID3
* xyz 0 1
C 0.2371 0.2824 -0.0140
C 1.5617 0.9380 0.1241
C -0.7867 -1.9870 0.2204
H -2.0805 2.7154 -0.9522
H 1.5559 1.5049 1.1628
H 1.6412 1.8966 -0.5491
H 1.3132 -1.5105 0.4192
H -0.5187 -3.0014 0.5695
H -2.6165 -1.0176 -0.6191
N -0.9511 0.8467 -0.1393
N 0.3053 -1.1680 -0.0874
N -2.0318 -1.9747 -0.1066
S -0.7217 2.5546 0.0928
Cl 3.0926 -0.0793 -0.1211
*
```



DFT (ωB97M-V/def2-TZVPD) results for a molecular structure, C4H11P at a distorted geometry.

Energy above the lowest of the compared OMol25 structures with the same formula, charge and spin: 1.9 kcal/mol
LUMO level (alpha / beta): 0.041 / -0.081 Eh

```
! wB97M-V def2-TZVPD RIJCOSX def2/J DEFGRID3
* xyz 0 3
C -1.7326 -1.9982 1.0265
C 2.3070 0.2040 -0.0061
C -1.4006 1.4946 -0.2687
C 0.8334 0.1499 0.5824
P -0.7190 -0.3761 -0.4081
H -2.8866 -1.9124 0.9419
H -1.4653 -3.0438 0.8118
H 2.4741 -0.3868 -0.9720
H 2.5285 1.2824 -0.2206
H 3.0189 -0.2922 0.6785
H -1.1147 2.0048 0.6707
H -0.6273 1.7457 -1.0749
H -2.3565 1.8163 -0.7207
H 0.6377 1.1823 0.9590
H 0.9217 -0.6174 1.3770
H -1.8298 -2.2345 2.1189
*
```



DFT (ωB97M-V/def2-TZVPD) results for C5H11NO4 in the gas phase at a distorted geometry.

Energy above the lowest of the compared OMol25 structures with the same formula, charge and spin: 54.0 kcal/mol
LUMO level: 0.016 Eh

```
! wB97M-V def2-TZVPD RIJCOSX def2/J DEFGRID3
* xyz 0 1
N 0.3759 2.0607 0.6199
C 0.9187 0.6558 0.7361
C -0.3333 -0.0896 1.3084
O -1.1858 0.6429 2.1222
C -1.0341 -0.6876 0.0957
O -1.8828 -1.6866 0.4954
C 0.1523 -1.0656 -0.7177
O -0.0365 -1.4300 -2.1025
C 1.1635 0.0698 -0.6272
O 0.7307 1.0205 -1.6420
H 0.5298 2.3430 -0.3074
H 0.6454 2.7688 1.2919
H 1.8207 0.7446 1.4113
H -0.0362 -0.9319 1.9194
H -1.1269 1.4503 1.6654
H -1.5881 0.1259 -0.3958
H -2.3400 -1.9776 -0.2646
H 0.5623 -1.9174 -0.1563
H -0.1149 -2.4239 -2.1813
H 2.2099 -0.2578 -0.7602
H 0.5695 0.5855 -2.5106
*
```



DFT (ωB97M-V/def2-TZVPD) results for a molecular structure, C35H25AsIOPPbS7.

Energy above the lowest of the compared OMol25 structures with the same formula, charge and spin: 45.8 kcal/mol
LUMO level (alpha / beta): -0.084 / -0.105 Eh

```
! wB97M-V def2-TZVPD RIJCOSX def2/J DEFGRID3
* xyz 0 1
Pb -0.8219 1.4010 -1.6552
I 2.0434 2.5875 -0.8506
C 2.9580 1.6225 0.8078
C 4.3168 1.5399 0.6672
C 5.1306 1.1305 1.7329
C 4.5560 0.8606 2.9356
C 3.1524 0.9129 3.1009
C 2.6289 0.6311 4.3804
C 1.2873 0.6593 4.6080
C 0.4279 0.9038 3.5328
C 0.8748 1.1596 2.2528
P -0.5765 1.1970 1.0886
C -1.5362 2.5408 1.8686
C -2.7271 2.3781 2.5667
C -3.3678 3.4834 3.1060
C -2.8303 4.7515 2.9540
C -1.6361 4.9174 2.2681
C -0.9933 3.8186 1.7268
C -1.3023 -0.4365 1.4585
C -0.4404 -1.5145 1.6681
C -0.9433 -2.7955 1.8121
C -2.3104 -3.0212 1.7473
C -3.1713 -1.9595 1.5231
C -2.6726 -0.6744 1.3686
C 2.2830 1.2460 2.0054
H 4.7746 1.8299 -0.2688
H 6.2034 1.0786 1.6045
H 5.1627 0.6045 3.7949
H 3.3270 0.3949 5.1739
H 0.8809 0.4631 5.5908
H -0.6388 0.8616 3.7117
H -3.1569 1.3960 2.7054
H -4.3020 3.3519 3.6361
H -3.3493 5.6119 3.3553
H -1.2105 5.9035 2.1374
H -0.0616 3.9560 1.1924
H 0.6299 -1.3560 1.7068
H -0.2641 -3.6247 1.9636
H -2.7032 -4.0238 1.8567
H -4.2385 -2.1237 1.4487
H -3.3547 0.1345 1.1632
S -4.2501 3.8232 -3.8651
As -3.3826 3.6779 -1.9216
S -3.4560 1.6059 -1.2200
S -1.2525 4.1751 -1.9780
S -4.4743 5.0145 -0.7018
O -0.6483 -0.8753 -1.5814
C -0.0004 -1.6316 -2.5528
C 1.4621 -1.2051 -2.6770
C 2.3044 -0.9393 -1.6394
C 3.6210 -0.6143 -2.0621
C 3.7484 -0.6278 -3.4151
S 2.2725 -1.0420 -4.1884
C -0.6666 -1.6099 -3.9276
C -0.6957 -2.5978 -4.8638
C -1.3322 -2.2073 -6.0743
C -1.7863 -0.9297 -6.0393
S -1.4484 -0.1928 -4.5254
C -0.0310 -3.0705 -2.0395
C 0.9904 -3.9373 -1.7950
C 0.5405 -5.1922 -1.2984
C -0.8108 -5.2447 -1.1655
S -1.5552 -3.7774 -1.6524
H 1.9894 -0.9889 -0.6047
H 4.4325 -0.3992 -1.3806
H 4.6181 -0.4172 -4.0173
H -0.2742 -3.5799 -4.7004
H -1.4534 -2.8585 -6.9280
H -2.3095 -0.3704 -6.7977
H 2.0322 -3.7054 -1.9595
H 1.2022 -6.0106 -1.0527
H -1.4151 -6.0696 -0.8222
*
```



DFT (ωB97M-V/def2-TZVPD) results for a molecular structure, BeFH10O5 at a distorted geometry.

Energy above the lowest of the compared OMol25 structures with the same formula, charge and spin: 11.6 kcal/mol
LUMO level: -0.163 Eh

```
! wB97M-V def2-TZVPD RIJCOSX def2/J DEFGRID3
* xyz 1 1
Be -0.6509 -0.3342 0.4299
F -0.2359 1.0148 -0.1411
O 1.3821 0.5588 -2.2291
H 0.9021 0.3898 -3.0221
H 0.6761 0.5188 -1.5641
O 2.0681 2.2148 0.4609
H 1.9831 3.1498 0.2659
H 1.2191 1.8668 0.1539
O -2.1399 -0.9742 -0.1031
H -2.9079 -0.9642 0.5069
H -2.4419 -1.3992 -0.9271
O -0.5039 -0.3022 2.0589
H 0.3901 -0.2292 2.3669
H -0.9889 0.4158 2.4619
O 0.4051 -1.5922 -0.0621
H 0.2241 -2.4802 0.2929
H 0.6191 -1.8542 -0.9491
*
```



DFT (ωB97M-V/def2-TZVPD) results for 6 unconnected molecules or ions with the total composition C28H40NO16 at a distorted geometry.

LUMO level: 0.052 Eh

```
! wB97M-V def2-TZVPD RIJCOSX def2/J DEFGRID3
* xyz -1 1
C -0.2561 0.3923 -2.4129
C 1.1723 0.2717 -1.7740
C 1.7315 1.3998 -1.0193
C 3.0764 1.2921 -0.4014
C 3.7746 0.0324 -0.6007
C 5.2085 -0.1622 0.0736
N 5.6301 1.0517 0.8061
O 5.8877 0.6059 2.1401
C 3.2405 -1.0984 -1.3534
C 1.9144 -0.9769 -1.9561
H -0.9801 0.9701 -1.7876
H -0.6576 -0.6496 -2.5166
H -0.1100 0.8798 -3.4192
H 1.1692 2.3507 -0.8511
H 3.4995 2.1405 0.1861
H 5.9771 -0.4880 -0.6976
H 5.0585 -1.0023 0.8220
H 5.0528 0.7880 2.6269
H 3.8171 -2.0457 -1.4665
H 1.5088 -1.8602 -2.4998
C 5.1153 2.0091 7.9241
C 4.8158 2.2310 6.4597
C 3.9374 3.4222 6.1923
O 3.2936 3.0566 4.9739
C 3.2516 1.6932 4.9468
O 2.6146 1.0572 4.1724
O 4.0335 1.1603 5.9273
H 4.2027 1.7975 8.4838
H 5.7662 1.1413 8.0489
H 5.6071 2.8782 8.3639
H 5.7478 2.2857 5.8881
H 4.5082 4.3423 6.0673
H 3.1707 3.5779 6.9580
C -4.3587 0.8037 -6.6114
C -3.1531 0.4897 -5.7566
C -2.0202 -0.1470 -6.5114
O -1.3663 -0.9033 -5.4933
C -2.3119 -1.2140 -4.5672
O -2.1571 -1.9996 -3.6855
O -3.4583 -0.5129 -4.7821
H -4.7940 -0.1102 -7.0257
H -5.1332 1.2728 -6.0108
H -4.0983 1.4759 -7.4295
H -2.8240 1.3884 -5.2257
H -1.3419 0.5876 -6.9446
H -2.3515 -0.8343 -7.2960
C -1.3253 -4.9061 -2.8020
C -2.0728 -5.9167 -3.6387
C -3.0425 -6.7553 -2.8550
O -3.0961 -7.9572 -3.6257
C -1.8996 -8.0623 -4.2702
O -1.5303 -9.0387 -4.8439
O -1.1864 -6.9099 -4.1693
H -0.7043 -5.4000 -2.0506
H -0.6511 -4.3209 -3.4282
H -2.0127 -4.2234 -2.3020
H -2.5642 -5.4180 -4.4805
H -4.0284 -6.2967 -2.7838
H -2.6897 -7.0028 -1.8497
C -9.2284 4.0655 -8.5818
C -7.9876 3.2745 -8.2367
C -7.7622 3.1115 -6.7595
O -6.3432 2.9689 -6.6818
C -5.8268 3.6303 -7.7574
O -4.6728 3.8790 -7.9013
O -6.8053 3.9686 -8.6411
H -9.1573 5.0891 -8.2076
H -9.3432 4.1359 -9.6651
H -10.1225 3.5966 -8.1674
H -8.0035 2.3066 -8.7482
H -8.2619 2.2309 -6.3559
H -8.0553 3.9881 -6.1746
C 4.5181 -1.4588 11.2285
C 4.7803 -0.1220 11.8834
C 3.6790 0.3301 12.8016
O 3.8055 1.7504 12.7496
C 4.3507 2.0508 11.5369
O 4.4147 3.1485 11.0837
O 4.8086 0.9292 10.9144
H 3.6357 -1.4145 10.5865
H 5.3567 -1.7374 10.5878
H 4.3759 -2.2421 11.9751
H 5.7481 -0.1365 12.3953
H 3.8092 -0.0333 13.8208
H 2.6798 0.0573 12.4496
*
```



DFT (ωB97M-V/def2-TZVPD) results for 8 unconnected molecules or ions with the total composition C51H124N8O11 at a distorted geometry.

LUMO level (alpha / beta): -0.575 / -0.726 Eh

```
! wB97M-V def2-TZVPD RIJCOSX def2/J DEFGRID3
* xyz 7 2
N 0.7100 0.7785 0.1120
O 0.1652 0.0147 0.8525
O 1.8825 0.8301 -0.1390
O -0.0531 1.5579 -0.5341
C -4.2776 -6.5960 -8.0557
O -4.5596 -5.2628 -8.0599
C -3.8445 -4.5659 -7.0243
C -3.2770 -3.2506 -7.4295
N -2.5118 -2.5197 -6.3039
H -3.1902 -2.1347 -5.6622
H -1.8341 -3.1499 -5.8995
C -1.6656 -1.4158 -6.9179
C -0.6078 -0.9868 -5.8373
O -1.2598 -0.6181 -4.6784
C -0.4722 -0.0760 -3.6867
H -4.7214 -6.8618 -7.0962
H -3.2449 -6.9444 -8.0764
H -4.8418 -7.1731 -8.7883
H -2.9714 -5.1591 -6.7523
H -4.5437 -4.5626 -6.1882
H -3.9729 -2.5223 -7.8460
H -2.5365 -3.3778 -8.2191
H -2.4026 -0.6512 -7.1636
H -1.1493 -1.7338 -7.8237
H -0.1240 -0.1666 -6.3678
H 0.1055 -1.7973 -5.6874
H 0.0423 -0.9302 -3.2465
H -1.0411 0.2863 -2.8305
H 0.1996 0.6633 -4.1228
C 2.1644 1.9821 4.5339
O 1.9448 0.4842 4.7592
C 1.5432 -0.1550 3.5841
C 1.6915 -1.6184 3.5026
N 1.0384 -2.3696 4.7237
H 1.3926 -1.8923 5.5403
H 0.0458 -2.2282 4.8454
C 1.2051 -3.9793 4.7210
C 0.2863 -4.9788 5.6682
O 0.5256 -4.6671 7.0284
C -0.3973 -3.6335 7.5354
H 2.7022 2.4266 5.3713
H 1.2707 2.5262 4.2284
H 2.8933 2.0506 3.7264
H 2.0026 0.2626 2.6881
H 0.4880 0.0793 3.4436
H 2.7488 -1.8833 3.4971
H 1.2099 -2.0721 2.6364
H 2.2803 -4.0923 4.8598
H 0.8779 -4.2826 3.7265
H 0.4891 -6.0116 5.3848
H -0.7586 -4.7619 5.4463
H -0.6146 -3.6019 8.6031
H -1.4324 -3.8149 7.2459
H -0.1952 -2.6162 7.2004
C -1.3041 4.2035 8.1642
O -1.4909 2.9758 7.3660
C -2.7104 2.9119 6.7370
C -2.8695 1.6824 5.7521
N -1.6740 1.5378 4.8456
H -0.8690 1.8274 5.3824
H -1.5686 0.5397 4.7331
C -1.7816 2.1211 3.4498
C -1.8484 3.7214 3.5734
O -0.9267 4.3725 4.4352
C -1.0380 5.7958 4.5673
H -2.2496 4.5463 8.5846
H -0.9387 5.0176 7.5384
H -0.6341 4.0816 9.0153
H -2.8283 3.8385 6.1752
H -3.5815 2.9699 7.3896
H -3.8063 1.7111 5.1956
H -2.7129 0.8013 6.3744
H -2.7217 1.6725 3.1284
H -0.9218 1.7082 2.9221
H -2.7945 3.8385 4.1019
H -1.9601 4.1089 2.5607
H -0.5916 6.2371 3.6761
H -0.6694 6.1282 5.5377
H -2.0780 6.1219 4.5673
C 1.6786 -3.7319 -2.2098
O 0.5981 -2.8244 -1.9483
C -0.2314 -2.9813 -0.8358
C -0.8807 -4.3616 -0.7901
N -1.6412 -4.5617 -2.1258
H -0.9682 -4.4409 -2.8691
H -2.0516 -5.4787 -2.0215
C -2.8092 -3.5754 -2.4341
C -4.1655 -3.8633 -1.7697
O -4.0131 -3.8239 -0.3850
C -5.2230 -3.9326 0.4929
H 2.5273 -3.7251 -1.5259
H 2.1028 -3.5987 -3.2050
H 1.2098 -4.7066 -2.3455
H -0.9621 -2.1727 -0.8157
H 0.3489 -2.8595 0.0788
H -1.6223 -4.5277 -0.0087
H -0.2743 -5.2650 -0.7242
H -2.7712 -3.8665 -3.4838
H -2.4061 -2.5636 -2.3891
H -4.6892 -4.7544 -2.1158
H -4.8081 -3.0295 -2.0522
H -5.7620 -4.8722 0.3709
H -6.0064 -3.1934 0.3261
H -4.8858 -3.7694 1.5164
C 0.4044 4.8084 0.2549
C 1.5131 5.1351 -0.7082
C 1.4335 4.1367 -1.9072
N 2.6980 4.0866 -2.7583
C 2.3781 2.9579 -3.7754
C 3.5654 2.8353 -4.6561
C 4.8554 2.4134 -3.8264
C 5.1663 3.4725 -2.7512
C 3.9217 3.6757 -1.8901
C 2.8785 5.4420 -3.4233
H -0.5687 4.6658 -0.2148
H 0.3650 5.5097 1.0884
H 0.5932 3.8221 0.6789
H 2.3925 5.0552 -0.0691
H 1.6934 6.1804 -0.9592
H 0.6713 4.4139 -2.6355
H 1.2747 3.1016 -1.6049
H 2.1618 2.0577 -3.2002
H 1.4920 3.2972 -4.3119
H 3.1428 2.0240 -5.2488
H 3.7320 3.6660 -5.3419
H 4.7223 1.3899 -3.4759
H 5.8043 2.2438 -4.3351
H 5.8839 3.1146 -2.0130
H 5.5000 4.3817 -3.2513
H 3.6584 2.7626 -1.3563
H 4.2432 4.4277 -1.1695
H 3.2157 6.2588 -2.7851
H 1.9507 5.6989 -3.9344
H 3.5920 5.3878 -4.2455
C -4.4320 5.3162 0.0032
C -4.1207 4.1081 -0.8354
C -3.7702 2.8524 0.0346
N -4.0311 1.5388 -0.6874
C -3.7711 0.2899 0.2614
C -4.8945 0.2043 1.4104
C -6.3484 0.1294 0.8738
C -6.6293 1.2519 -0.1489
C -5.4716 1.2506 -1.1874
C -3.1744 1.4635 -1.9792
H -4.2602 6.2335 -0.5599
H -3.8749 5.4134 0.9350
H -5.4592 5.3283 0.3676
H -3.5828 4.1922 -1.7797
H -5.1060 3.9728 -1.2815
H -4.3929 2.8758 0.9289
H -2.7636 2.8433 0.4526
H -2.7520 0.2618 0.6469
H -3.8934 -0.5968 -0.3607
H -4.9227 0.8965 2.2519
H -4.6396 -0.7165 1.9349
H -7.0472 0.0951 1.7096
H -6.5876 -0.7767 0.3171
H -6.6981 2.2196 0.3481
H -7.5854 1.1435 -0.6608
H -5.6097 1.9736 -1.9914
H -5.6290 0.2798 -1.6573
H -3.3270 2.3798 -2.5495
H -3.3350 0.5815 -2.5991
H -2.1406 1.4901 -1.6348
C 6.5149 -3.5160 -2.5409
C 6.2993 -2.2393 -1.7623
C 5.6038 -2.3362 -0.3581
N 5.4961 -1.0644 0.4700
C 4.5855 -1.2001 1.7607
C 5.3405 -2.0005 2.8464
C 6.7897 -1.5502 3.1859
C 7.6372 -1.4191 1.9107
C 6.9292 -0.5226 0.8819
C 4.9938 0.1270 -0.3640
H 6.7443 -3.2779 -3.5796
H 5.6195 -4.1371 -2.5189
H 7.4113 -4.0311 -2.1956
H 5.6590 -1.7477 -2.4948
H 7.2351 -1.6812 -1.7335
H 6.2260 -3.0332 0.2033
H 4.5467 -2.5996 -0.3934
H 3.6208 -1.4512 1.3198
H 4.4684 -0.1616 2.0704
H 5.2031 -3.0361 2.5355
H 4.7053 -1.9559 3.7310
H 7.2500 -2.2530 3.8804
H 6.6372 -0.6072 3.7108
H 7.8516 -2.3662 1.4156
H 8.5663 -0.9118 2.1704
H 7.5891 -0.3035 0.0425
H 6.7847 0.4397 1.3731
H 4.7480 1.0162 0.2165
H 4.0887 -0.2547 -0.8364
H 5.6410 0.3382 -1.2153
*
```



DFT (ωB97M-V/def2-TZVPD) results for 2 unconnected molecules or ions with the total composition C6H13N at a distorted geometry.

Energy above the lowest of the compared OMol25 structures with the same formula, charge and spin: 211.9 kcal/mol
LUMO level: -0.100 Eh

```
! wB97M-V def2-TZVPD RIJCOSX def2/J DEFGRID3
* xyz 0 1
C 2.7190 -0.7266 -0.1102
N 2.0607 0.5075 -0.5197
C 0.7165 0.8565 0.0554
C -2.5098 -0.7108 0.5262
C -3.0014 -0.1009 -0.6443
C -4.1719 0.6320 -0.8632
C 3.5062 -0.4091 1.1848
H 2.0757 -1.5145 0.3596
H 3.3168 -1.2253 -0.9468
H 0.5493 0.0875 -0.7135
H 0.5021 1.9093 -0.1640
H 0.6366 0.6323 1.1126
H -3.1554 -0.6646 1.3768
H -1.4307 -0.8775 0.5053
H -2.4550 -0.1824 -1.6072
H -4.3531 1.1662 -1.8489
H -4.8283 0.7156 -0.0336
H 4.0793 0.5393 0.8944
H 4.1489 -1.3370 1.5527
H 2.9375 -0.0475 2.2587
*
```